1.
Below is 2 unconnected molecules or ions with the total composition C3H12NOS at a distorted geometry, with properties calculated with ωB97M-V/def2-TZVPD.

Results
HOMO-LUMO gap: 9.95 eV
multiplicity: 1
energy: -17670.91741 eV
highest occupied orbital energy: -13.239 eV
charge: +1

Last column: Mulliken charge in e.
CARTESIAN COORDINATES (ANGSTROEM)
C -1.319 0.890 1.144  -1.26
C -0.949 0.040 -0.186  0.14
C -0.727 0.780 -1.385  -0.95
S -0.916 -0.333 -2.828  -0.16
N 0.224 -0.859 0.065  -0.32
H -0.719 1.899 1.243  0.29
H -0.958 0.272 2.033  0.33
H -2.328 1.102 1.479  0.38
H -1.828 -0.749 -0.376  0.31
H -1.435 1.564 -1.437  0.48
H 0.291 1.289 -1.321  0.44
H -0.962 0.750 -3.682  0.19
H 0.773 -0.879 1.064  0.37
H -0.203 -1.777 -0.071  0.39
H 0.879 -0.706 -0.699  0.36
H 3.882 -1.278 1.087  0.32
H 3.252 -1.040 2.394  0.32
O 3.044 -0.967 1.477  -0.63

2.
Below is 2 unconnected molecules or ions with the total composition C3H12NOS at a distorted geometry, with properties calculated with ωB97M-V/def2-TZVPD.

Results
HOMO-LUMO gap: 8.78 eV
multiplicity: 1
energy: -17670.70957 eV
highest occupied orbital energy: -12.355 eV
charge: +1

Last column: Mulliken charge in e.
CARTESIAN COORDINATES (ANGSTROEM)
C -0.304 0.754 -0.816  -0.59
C 0.322 -0.472 -0.141  -0.53
C 1.742 -0.788 -0.588  -0.98
S 2.987 0.387 0.285  -0.19
N -1.837 0.765 -0.641  -0.21
H 0.003 0.634 -1.825  0.38
H 0.126 1.761 -0.567  0.38
H 0.386 -0.104 0.880  0.06
H -0.358 -1.335 0.001  0.56
H 1.970 -1.839 -0.439  0.41
H 2.094 -0.584 -1.527  0.48
H 3.970 -0.384 -0.155  0.15
H -2.341 0.322 -1.499  0.40
H -1.965 1.728 -0.823  0.37
H -2.026 0.560 0.360  0.29
H -0.757 -0.383 2.387  0.33
H -2.281 -0.785 2.873  0.34
O -1.731 -0.237 2.237  -0.67

3.
Below is 2 unconnected molecules or ions with the total composition C3H12NOS at a distorted geometry, with properties calculated with ωB97M-V/def2-TZVPD.

Results
HOMO-LUMO gap: 9.27 eV
multiplicity: 1
energy: -17670.39860 eV
highest occupied orbital energy: -12.961 eV
charge: +1

Last column: Mulliken charge in e.
CARTESIAN COORDINATES (ANGSTROEM)
C -2.255 -1.471 -0.056  -1.35
C -0.655 -1.346 -0.114  -0.06
C -0.201 0.029 -0.724  -0.68
S 1.585 0.350 -0.613  -0.27
N -0.133 -1.626 1.331  -0.32
H -2.620 -1.026 -0.979  0.38
H -2.521 -0.629 0.537  0.49
H -2.818 -2.277 0.464  0.36
H -0.231 -2.126 -0.742  0.27
H -0.466 0.200 -1.777  0.44
H -0.776 0.823 -0.208  0.34
H 1.954 0.950 -1.839  0.21
H 0.851 -1.963 1.290  0.38
H -0.173 -0.663 1.678  0.39
H -0.917 -2.219 1.844  0.39
H 1.038 3.216 1.002  0.33
H -0.548 3.345 0.897  0.28
O 0.183 3.111 0.461  -0.59

4.
Below is 2 unconnected molecules or ions with the total composition C3H12NOS at a distorted geometry, with properties calculated with ωB97M-V/def2-TZVPD.

Results
HOMO-LUMO gap: 8.69 eV
multiplicity: 1
energy: -17669.41815 eV
highest occupied orbital energy: -12.500 eV
charge: +1

Last column: Mulliken charge in e.
CARTESIAN COORDINATES (ANGSTROEM)
C 0.115 -0.757 -0.505  -0.60
C 1.362 0.085 -1.246  -0.53
C 0.598 1.406 -1.832  -0.47
S 1.809 2.792 -1.623  -0.14
N -0.406 -0.164 0.937  -0.42
H -0.753 -0.619 -1.269  0.32
H 0.543 -1.750 -0.260  0.40
H 1.757 -0.730 -1.920  0.33
H 2.269 0.353 -0.503  0.29
H -0.322 1.613 -1.147  0.27
H 0.472 1.202 -2.851  0.36
H 2.259 2.576 -0.437  0.09
H -1.444 0.223 0.838  0.44
H -0.613 -0.989 1.580  0.30
H 0.193 0.621 1.191  0.35
H -1.832 -2.031 3.317  0.36
H -3.366 -1.785 3.160  0.34
O -2.641 -2.047 2.571  -0.68

5.
Below is 2 unconnected molecules or ions with the total composition C3H12NOS at a distorted geometry, with properties calculated with ωB97M-V/def2-TZVPD.

Results
HOMO-LUMO gap: 8.82 eV
multiplicity: 1
energy: -17672.04768 eV
highest occupied orbital energy: -12.295 eV
charge: +1

Last column: Mulliken charge in e.
CARTESIAN COORDINATES (ANGSTROEM)
C 0.250 0.885 -1.373  -0.72
C -0.088 -0.016 -0.211  -0.41
C -1.434 -0.696 -0.474  -0.90
S -1.825 -1.872 0.868  -0.21
N 1.536 1.659 -1.182  -0.12
H 0.346 0.318 -2.296  0.35
H -0.537 1.583 -1.657  0.35
H -0.243 0.607 0.671  0.34
H 0.674 -0.750 0.013  0.42
H -1.399 -1.194 -1.441  0.39
H -2.250 0.021 -0.437  0.41
H -3.130 -1.590 0.898  0.16
H 1.364 2.638 -1.289  0.37
H 1.945 1.467 -0.241  0.20
H 2.253 1.355 -1.827  0.39
H 2.173 1.726 1.898  0.36
H 2.869 0.356 1.638  0.36
O 2.790 1.262 1.314  -0.74

6.
Below is a molecular structure, C3H12NOS2 at a distorted geometry, with properties calculated with ωB97M-V/def2-TZVPD.

Results
HOMO-LUMO gap: 4.68 eV
multiplicity: 1
energy: -28501.90700 eV
highest occupied orbital energy: -13.409 eV
charge: +1

Last column: Mulliken charge in e.
CARTESIAN COORDINATES (ANGSTROEM)
N 0.940 1.755 0.524  -0.45
C 0.600 0.594 1.374  -0.87
C 0.606 -0.747 0.935  -0.26
S 0.009 -0.997 -0.762  0.16
S -2.798 0.357 -0.560  0.23
C -3.438 -1.351 -0.638  -0.81
H -1.504 -0.107 -0.414  -0.17
H 0.361 1.682 -0.384  0.26
H 1.984 1.887 0.466  0.28
H 1.170 0.710 2.288  0.46
H -0.379 0.946 1.677  0.40
H 0.196 -1.406 1.723  0.34
H 1.627 -1.144 0.919  0.41
H -3.171 -1.995 0.204  0.33
H -4.555 -1.193 -0.532  0.34
H -3.196 -1.796 -1.643  0.34
H 3.873 0.148 -1.873  0.32
H 3.740 1.642 -2.002  0.33
O 3.936 1.017 -1.302  -0.64

7.
Below is 2 unconnected molecules or ions with the total composition C3H12NOS2 at a distorted geometry, with properties calculated with ωB97M-V/def2-TZVPD.

Results
HOMO-LUMO gap: 9.48 eV
multiplicity: 1
energy: -28507.11389 eV
highest occupied orbital energy: -12.983 eV
charge: +1

Last column: Mulliken charge in e.
CARTESIAN COORDINATES (ANGSTROEM)
N 1.850 -0.315 0.990  -0.23
C 1.555 0.288 -0.376  0.32
C 2.841 0.978 -0.812  -1.48
C 0.336 1.153 -0.362  -0.93
S -1.238 0.197 -0.430  -0.03
S -2.327 0.284 1.244  -0.16
H 2.545 -1.053 0.929  0.36
H 2.166 0.444 1.608  0.39
H 0.961 -0.561 1.438  0.31
H 1.318 -0.523 -1.069  0.28
H 3.690 0.330 -0.582  0.40
H 2.884 1.430 -1.795  0.39
H 3.027 1.863 -0.174  0.41
H 0.271 1.923 0.416  0.42
H 0.354 1.721 -1.295  0.38
H -3.008 1.459 1.086  0.19
H -0.105 -2.384 -0.343  0.30
H -0.184 -3.198 -1.638  0.34
O 0.454 -2.643 -1.121  -0.64

8.
Below is a molecular structure, C3H12NP2 at a distorted geometry, with properties calculated with ωB97M-V/def2-TZVPD.

Results
HOMO-LUMO gap: 9.26 eV
multiplicity: 1
energy: -23362.11652 eV
highest occupied orbital energy: -13.139 eV
charge: +1

Last column: Mulliken charge in e.
CARTESIAN COORDINATES (ANGSTROEM)
C -0.571 0.165 1.454  -0.70
C -1.649 -0.205 -0.616  -0.76
C 0.638 0.767 -0.553  -0.59
N -0.346 -0.133 0.107  -0.34
P 2.243 0.388 0.267  -0.01
P 0.593 -1.846 -0.024  0.09
H -1.117 -0.629 1.870  0.42
H 0.426 0.496 1.952  0.23
H -1.200 1.175 1.493  0.37
H -1.976 0.838 -0.883  0.35
H -1.455 -0.919 -1.515  0.37
H -2.273 -0.557 0.143  0.37
H -0.020 2.094 -0.567  0.35
H 0.871 0.516 -1.682  0.39
H 3.030 0.651 -0.757  0.08
H 2.705 1.383 1.020  0.10
H -0.565 -2.556 -0.148  0.13
H 0.666 -1.630 -1.562  0.14